28
Properties=species:S:1:pos:R:3:nbo_charge:R:1 method="wB97M-V/def2-TZVPD" multiplicity=1 total_charge=0 de_lowest_kcal_mol=37.5 smiles=Cc1ccc(O)cc1.Cc1c[nH]cn1
C 1.71806 1.51691 -1.60399 -0.63
C 0.99276 1.40753 -0.27648 -0.04
C -0.40402 1.28393 -0.32143 -0.19
C -1.12853 1.65814 0.79727 -0.25
C -0.53454 2.02313 2.00516 0.28
O -1.39346 2.48063 2.95894 -0.67
C 0.84621 2.07619 2.06335 -0.30
C 1.57610 1.90412 0.88432 -0.20
H 2.68220 2.01973 -1.49776 0.21
H 1.06214 1.97731 -2.34079 0.22
H 2.04673 0.54944 -1.98643 0.22
H -0.96301 0.98055 -1.19895 0.22
H -2.19048 1.83515 0.73790 0.22
H -0.93705 2.60278 3.79647 0.48
H 1.44815 2.34817 2.93091 0.21
H 2.65636 1.91911 0.92681 0.21
C 1.79330 -2.15781 -0.56630 -0.65
C 0.35691 -2.31887 -0.95752 0.10
C -0.61537 -2.76811 -0.11208 -0.13
N -1.78826 -2.69571 -0.81666 -0.51
C -1.47142 -2.29662 -2.06356 0.16
N -0.19798 -2.03151 -2.18007 -0.47
H 2.46456 -1.78714 -1.34029 0.23
H 2.22788 -3.13044 -0.33029 0.22
H 1.78205 -1.53258 0.32257 0.23
H -0.51298 -2.88369 0.95254 0.22
H -2.70606 -2.95761 -0.50632 0.42
H -2.14991 -2.34967 -2.89203 0.19



18
Properties=species:S:1:pos:R:3:nbo_charge:R:1 method="wB97M-V/def2-TZVPD" multiplicity=1 total_charge=0 de_lowest_kcal_mol=139.1
C -2.25749 -0.59528 0.21318 0.04
C -1.13197 -1.50169 0.17712 -0.09
C -2.23707 0.66902 -0.58462 -0.64
C 1.78085 1.78246 0.24000 -0.69
C 1.98464 0.36199 -0.05357 0.17
N 3.30306 -1.62222 0.21968 -0.55
N 2.75463 -0.54378 0.02441 0.00
O -1.30664 -0.72260 1.24721 -0.47
H -3.29349 -0.99518 0.38473 0.18
H -0.43012 -1.45432 -0.61479 0.17
H -1.68995 0.48157 -1.49455 0.22
H -1.81489 1.45933 0.00500 0.23
H -3.41030 0.94803 -0.64662 0.21
H 0.81341 1.98162 -0.39688 0.24
H 2.51264 2.51091 -0.02563 0.24
H 1.69047 1.81241 1.32200 0.25
H -1.25845 -2.62712 0.37412 0.15
H 3.99068 -1.94513 -0.39078 0.35



46
Properties=species:S:1:pos:R:3:nbo_charge:R:1 method="wB97M-V/def2-TZVPD" multiplicity=1 total_charge=+1 de_lowest_kcal_mol=17.2
Os -0.25448 -0.18161 0.17072 0.80
C -3.56191 -0.90523 -3.00148 -0.65
C -2.73615 -0.33042 -1.89026 -0.17
S -1.51512 -1.33885 -1.21276 0.27
C -2.90234 0.90372 -1.35078 -0.19
C -3.93855 1.89407 -1.77850 -0.65
S -1.81251 1.37750 -0.09609 0.18
H -3.46559 -1.98875 -3.03960 0.24
H -3.24208 -0.50523 -3.96560 0.25
H -4.61487 -0.65955 -2.86771 0.24
H -4.84703 1.39332 -2.11034 0.24
H -3.56430 2.49313 -2.61122 0.24
H -4.19641 2.57178 -0.96602 0.24
O 3.36564 -1.12210 -1.29064 -0.49
C 2.53418 -1.62584 -0.60278 0.80
O 1.41739 -0.89286 -0.21566 -0.75
C 2.51764 -3.01466 -0.07117 -0.19
C 3.73152 -3.56076 0.32679 -0.14
C 3.80879 -4.85759 0.83575 -0.25
C 2.63390 -5.56696 0.89447 0.26
O 2.43833 -6.83437 1.33680 -0.46
C 1.06124 -7.14044 1.10926 0.23
O 0.42675 -5.94459 0.64824 -0.49
C 1.41844 -5.02610 0.47903 0.30
C 1.32113 -3.74823 -0.00058 -0.27
H 4.62827 -2.96393 0.23417 0.24
H 4.74605 -5.28771 1.15782 0.25
H 0.60327 -7.45318 2.04822 0.17
H 0.98400 -7.91270 0.34065 0.17
H 0.37229 -3.34527 -0.32923 0.22
N 0.02239 2.66210 2.03021 -0.74
C 0.01232 1.52151 2.70828 0.32
N -0.04408 0.30472 2.15171 -0.60
C 0.02721 -0.69924 3.14845 0.19
C 0.02304 -2.06897 2.92897 -0.24
C 0.10775 -2.91106 4.02425 -0.19
C 0.19439 -2.40895 5.31957 -0.18
C 0.19910 -1.04279 5.54770 -0.20
C 0.11438 -0.20694 4.44613 -0.24
S 0.12294 1.53974 4.43118 0.45
H 0.05677 2.66940 1.02304 0.43
H 0.09875 3.54188 2.51083 0.43
H -0.04138 -2.47754 1.93179 0.23
H 0.10795 -3.98112 3.86306 0.23
H 0.26067 -3.08858 6.15757 0.23
H 0.26811 -0.64350 6.55017 0.24



21
Properties=species:S:1:pos:R:3:nbo_charge:R:1 method="wB97M-V/def2-TZVPD" multiplicity=1 total_charge=-1 de_lowest_kcal_mol=0.0
C 0.28002 -2.18451 -0.52060 -0.49
C 0.09473 -1.27338 0.40136 -0.06
C -0.56052 -1.35950 1.76615 0.70
C -1.65098 0.87096 -0.72978 -0.61
C 1.56449 0.65623 -1.11045 -0.66
C -0.52916 1.41633 0.14756 -0.46
C 0.74225 0.57021 0.15726 0.35
O -1.64493 -1.94872 1.82150 -0.73
O 0.05979 -0.78707 2.69942 -0.78
O 1.52528 0.78988 1.27891 -0.79
H 0.75611 -1.98960 -1.47445 0.18
H -0.05614 -3.20227 -0.36375 0.19
H -1.99082 -0.08058 -0.33653 0.24
H -2.49145 1.56279 -0.73723 0.19
H -1.31913 0.72192 -1.75300 0.19
H 0.93028 0.57260 -1.99038 0.20
H 2.31354 -0.13142 -1.13373 0.22
H 2.08093 1.61710 -1.13670 0.20
H -0.88976 1.47430 1.17663 0.22
H -0.26889 2.43311 -0.17336 0.18
H 1.05435 0.27162 2.01119 0.51